No. 1
DFT (ωB97M-V/def2-TZVPD) results for a structure of composition C36H31BiF15GeN2OP2S2.

Atoms and positions in Å:
Bi: -0.11 1.34 -1.34
C: 4.44 -0.78 -1.03
C: 4.73 0.45 -0.19
N: 3.69 0.70 0.82
C: 3.93 0.08 2.13
C: 4.75 0.98 3.03
C: 2.61 1.44 0.60
S: 2.39 2.09 -1.02
N: 1.84 1.71 1.66
C: 0.63 2.20 1.64
O: -0.20 2.28 0.66
C: 0.12 2.71 2.94
C: -1.25 2.74 3.18
C: -1.74 3.21 4.39
C: -0.85 3.68 5.35
C: 0.51 3.66 5.11
C: 1.00 3.17 3.92
H: 5.26 -0.96 -1.72
H: 3.53 -0.64 -1.60
H: 4.32 -1.66 -0.40
H: 4.85 1.34 -0.81
H: 5.66 0.33 0.37
H: 4.44 -0.86 1.93
H: 2.96 -0.16 2.58
H: 5.73 1.19 2.61
H: 4.89 0.51 4.00
H: 4.23 1.93 3.19
H: -1.93 2.36 2.43
H: -2.80 3.21 4.59
H: -1.23 4.05 6.30
H: 1.20 4.02 5.87
H: 2.06 3.13 3.72
C: -4.04 0.32 -1.84
P: -3.06 1.63 -1.04
C: -3.88 1.85 0.56
C: -3.53 3.15 -1.96
C: -2.75 4.39 -1.50
P: -0.93 4.17 -1.62
C: -0.52 4.76 -3.29
C: -0.23 5.42 -0.51
H: -5.11 0.54 -1.79
H: -3.85 -0.62 -1.32
H: -3.75 0.21 -2.88
H: -4.96 2.00 0.42
H: -3.48 2.72 1.09
H: -3.72 0.97 1.18
H: -4.61 3.32 -1.85
H: -3.35 2.97 -3.03
H: -2.99 4.63 -0.46
H: -3.04 5.26 -2.10
H: -0.80 5.80 -3.44
H: -1.02 4.15 -4.04
H: 0.56 4.67 -3.46
H: -0.55 6.43 -0.79
H: 0.86 5.37 -0.56
H: -0.53 5.21 0.52
F: 2.30 -2.58 0.91
C: 1.52 -3.56 1.40
C: 0.28 -3.80 0.84
C: -0.45 -4.83 1.38
F: -1.65 -5.16 0.88
C: 0.01 -5.59 2.45
F: -0.72 -6.58 2.95
C: 1.25 -5.31 2.99
F: 1.71 -6.02 4.01
C: 2.02 -4.28 2.46
F: 3.22 -4.01 2.97
Ge: -0.30 -2.63 -0.62
S: -0.27 -0.65 0.32
C: -2.12 -3.00 -1.19
C: -3.14 -2.91 -0.24
F: -2.83 -2.64 1.03
C: -4.47 -3.11 -0.55
F: -5.41 -3.02 0.39
C: -4.82 -3.41 -1.86
F: -6.09 -3.60 -2.17
C: -3.84 -3.51 -2.83
F: -4.18 -3.79 -4.08
C: -2.52 -3.30 -2.48
F: -1.61 -3.39 -3.47
C: 0.92 -3.02 -2.11
C: 1.25 -4.34 -2.35
F: 0.68 -5.32 -1.63
C: 2.14 -4.73 -3.34
F: 2.43 -6.01 -3.53
C: 2.72 -3.76 -4.15
F: 3.57 -4.10 -5.10
C: 2.39 -2.43 -3.96
F: 2.93 -1.49 -4.73
C: 1.50 -2.10 -2.96
F: 1.19 -0.78 -2.85

Spin multiplicity   1
Net charge   +1
Energy above the lowest of the compared OMol25 structures with the same formula, charge and spin   6.57 kcal per mole
LUMO   -3.05 eV
Gap between HOMO and LUMO   8.11 eV
M   1200.30 g mol⁻¹

How positive or negative is each atom? The Mulliken charges in e answer that:
1 Bi 0.704
2 C -0.251
3 C -1.337
4 N 0.414
5 C -0.568
6 C -1.192
7 C 0.301
8 S -0.470
9 N 0.014
10 C -0.165
11 O 0.150
12 C 0.024
13 C -0.110
14 C -0.696
15 C -0.424
16 C -0.685
17 C -0.328
18 H 0.497
19 H -0.157
20 H 0.125
21 H 0.625
22 H 0.408
23 H 0.462
24 H 0.360
25 H 0.331
26 H 0.416
27 H 0.194
28 H 0.393
29 H 0.435
30 H 0.412
31 H 0.426
32 H 0.421
33 C -0.867
34 P 0.836
35 C -1.619
36 C -1.215
37 C -1.082
38 P 0.894
39 C -1.357
40 C -1.300
41 H 0.537
42 H -0.067
43 H 0.461
44 H 0.559
45 H 0.394
46 H 0.389
47 H 0.542
48 H 0.345
49 H 0.415
50 H 0.548
51 H 0.430
52 H 0.382
53 H 0.378
54 H 0.463
55 H 0.378
56 H 0.255
57 F 0.195
58 C 0.275
59 C -0.572
60 C 0.694
61 F -0.307
62 C 0.138
63 F -0.285
64 C 0.727
65 F -0.291
66 C -0.371
67 F -0.298
68 Ge 0.855
69 S -0.316
70 C -0.111
71 C 0.087
72 F -0.430
73 C 0.275
74 F -0.321
75 C 0.707
76 F -0.310
77 C 0.105
78 F -0.301
79 C 0.494
80 F -0.287
81 C -0.308
82 C 0.519
83 F -0.348
84 C 0.104
85 F -0.291
86 C 0.859
87 F -0.298
88 C -0.009
89 F -0.329
90 C -0.707
91 F 0.027

---

No. 2
DFT (ωB97M-V/def2-TZVPD) results for a structure of composition C23H25BClF8N4O7S2W.

Atoms and positions in Å:
W: 0.24 -0.04 -0.28
C: 0.25 4.91 -2.30
N: 1.01 3.69 -2.04
C: 2.33 3.56 -2.67
C: 0.52 2.69 -1.34
O: 1.16 1.62 -1.19
C: -0.88 2.84 -0.75
O: -1.20 1.75 0.11
C: -1.35 2.02 1.51
C: -0.04 1.67 2.20
O: 0.85 1.15 1.49
N: 0.09 1.91 3.48
C: -1.03 2.39 4.29
C: 1.29 1.47 4.20
H: 0.68 5.40 -3.18
H: 0.31 5.60 -1.46
H: -0.79 4.69 -2.52
H: 2.22 3.22 -3.70
H: 2.93 2.84 -2.12
H: 2.82 4.53 -2.66
H: -1.60 2.83 -1.57
H: -0.96 3.79 -0.21
H: -2.15 1.37 1.87
H: -1.64 3.06 1.67
H: -1.46 3.30 3.87
H: -0.66 2.63 5.28
H: -1.79 1.62 4.38
H: 2.03 1.13 3.48
H: 1.03 0.66 4.87
H: 1.69 2.31 4.77
F: -2.20 -4.63 0.62
C: -1.70 -3.53 0.09
F: -2.04 -3.45 -1.19
F: -0.37 -3.55 0.20
S: -2.36 -2.07 1.02
O: -1.61 -0.91 0.47
O: -3.76 -2.03 0.81
N: -1.98 -2.35 2.51
S: -0.67 -1.79 3.18
O: -0.96 -0.83 4.21
O: 0.36 -1.44 2.23
C: -0.03 -3.30 4.03
F: -0.89 -3.76 4.91
F: 0.23 -4.23 3.12
F: 1.10 -2.96 4.65
Cl: 5.22 -0.69 -3.04
C: 4.39 -0.93 -1.55
C: 5.04 -1.47 -0.45
C: 4.30 -1.64 0.71
C: 2.97 -1.26 0.74
N: 2.36 -0.73 -0.33
C: 3.06 -0.58 -1.46
H: 6.08 -1.76 -0.51
H: 4.75 -2.06 1.59
H: 2.37 -1.38 1.63
H: 2.54 -0.17 -2.31
F: -0.73 0.98 -3.10
B: -1.00 -0.03 -2.21
F: -2.29 -0.42 -2.22
C: 0.19 -1.25 -1.97
C: 0.08 -1.87 -3.02
C: -0.12 -2.56 -4.26
C: -1.39 -3.06 -4.56
C: -1.60 -3.71 -5.77
C: -0.55 -3.86 -6.67
C: 0.71 -3.36 -6.37
C: 0.93 -2.71 -5.17
H: -2.20 -2.94 -3.86
H: -2.58 -4.10 -6.01
H: -0.72 -4.37 -7.61
H: 1.52 -3.48 -7.07
H: 1.90 -2.32 -4.92

Spin multiplicity   3
Net charge   +1
Energy above the lowest of the compared OMol25 structures with the same formula, charge and spin   46.13 kcal per mole
LUMO (spin up / spin down)   -2.45 / -2.80 eV
Gap between HOMO and LUMO (spin up / spin down)   7.51 / 7.38 eV
M   915.70 g mol⁻¹

How positive or negative is each atom? The Mulliken charges in e answer that:
1 W 3.097
2 C -1.034
3 N 0.217
4 C -1.091
5 C 0.818
6 O -0.908
7 C -1.372
8 O -0.302
9 C -1.464
10 C 1.006
11 O -0.992
12 N 0.254
13 C -1.008
14 C -1.022
15 H 0.426
16 H 0.297
17 H 0.402
18 H 0.333
19 H 0.290
20 H 0.471
21 H 0.397
22 H 0.739
23 H 0.411
24 H 0.696
25 H 0.368
26 H 0.369
27 H 0.334
28 H 0.258
29 H 0.362
30 H 0.405
31 F -0.230
32 C 0.699
33 F -0.185
34 F -0.199
35 S 1.133
36 O -1.134
37 O -0.658
38 N -0.663
39 S 1.199
40 O -0.735
41 O -0.497
42 C 0.533
43 F -0.190
44 F -0.183
45 F -0.202
46 Cl -0.202
47 C -0.373
48 C -0.204
49 C -1.176
50 C -0.337
51 N -0.075
52 C -0.238
53 H 0.494
54 H 0.482
55 H 0.720
56 H 0.609
57 F -0.229
58 B 0.879
59 F -0.152
60 C -0.823
61 C 0.380
62 C 0.250
63 C -0.335
64 C -0.717
65 C -0.445
66 C -0.627
67 C -0.546
68 H 0.514
69 H 0.404
70 H 0.400
71 H 0.405
72 H 0.495

---

No. 3
DFT (ωB97M-V/def2-TZVPD) results for a structure of composition C16H19Br12F9O6.

Atoms and positions in Å:
C: 1.24 -0.75 -4.28
Br: 2.46 -1.70 -5.44
Br: 1.89 -0.75 -2.46
Br: -0.53 -1.50 -4.35
H: 1.22 0.27 -4.64
C: -0.72 1.03 -0.66
Br: -2.35 0.05 -0.53
Br: 0.32 0.93 0.98
Br: -1.00 2.83 -1.29
H: -0.16 0.63 -1.49
C: 1.55 1.47 4.57
Br: 2.91 2.57 5.38
Br: -0.20 1.97 5.22
Br: 1.94 -0.39 4.93
H: 1.50 1.65 3.51
C: 0.54 5.71 0.32
Br: 1.83 4.34 0.72
Br: 1.33 7.46 0.19
Br: -0.96 5.63 1.53
H: 0.11 5.47 -0.64
C: -1.89 -2.71 2.42
C: -3.37 -2.61 2.13
O: -4.16 -2.24 3.28
C: -4.48 -3.22 4.11
O: -4.05 -4.33 4.09
C: -5.38 -2.71 5.26
F: -5.83 -1.48 5.05
F: -6.43 -3.52 5.43
F: -4.66 -2.71 6.40
H: -1.70 -3.40 3.25
H: -1.54 -1.74 2.76
H: -1.33 -3.11 1.58
H: -3.80 -3.53 1.73
H: -3.56 -1.82 1.40
C: 0.15 5.57 -3.76
C: 1.34 5.01 -4.50
O: 2.32 4.47 -3.61
C: 2.30 3.18 -3.37
O: 1.55 2.37 -3.83
C: 3.41 2.78 -2.37
F: 4.21 3.79 -2.06
F: 2.86 2.32 -1.24
F: 4.14 1.82 -2.93
H: -0.37 4.76 -3.25
H: -0.56 6.02 -4.45
H: 0.47 6.32 -3.03
H: 1.86 5.79 -5.06
H: 1.08 4.29 -5.29
C: -0.01 -5.55 -1.16
C: 0.29 -4.08 -1.30
O: 0.63 -3.49 -0.04
C: 1.91 -3.43 0.28
O: 2.85 -3.69 -0.41
C: 2.12 -2.83 1.69
F: 2.09 -1.50 1.64
F: 1.18 -3.26 2.55
F: 3.31 -3.21 2.17
H: 0.84 -6.22 -1.30
H: -0.80 -5.85 -1.86
H: -0.41 -5.76 -0.17
H: -0.54 -3.50 -1.70
H: 1.04 -3.91 -2.08

Spin multiplicity   1
Energy above the lowest of the compared OMol25 structures with the same formula, charge and spin   0.00 kcal per mole
LUMO   -0.39 eV
Gap between HOMO and LUMO   9.80 eV
M   1437.15 g mol⁻¹

How positive or negative is each atom? The Mulliken charges in e answer that:
1 C -0.194
2 Br -0.043
3 Br 0.027
4 Br -0.056
5 H 0.273
6 C 0.512
7 Br -0.031
8 Br 0.152
9 Br 0.000
10 H -0.516
11 C 0.187
12 Br -0.024
13 Br -0.014
14 Br -0.003
15 H -0.258
16 C 0.291
17 Br 0.014
18 Br -0.054
19 Br -0.014
20 H -0.318
21 C -0.379
22 C -0.346
23 O -0.317
24 C 0.384
25 O -0.517
26 C 0.834
27 F -0.245
28 F -0.250
29 F -0.247
30 H 0.386
31 H 0.353
32 H -0.117
33 H 0.395
34 H 0.055
35 C -0.580
36 C -0.383
37 O -0.295
38 C 0.512
39 O -0.480
40 C 0.702
41 F -0.279
42 F -0.108
43 F -0.251
44 H -0.078
45 H 0.418
46 H 0.175
47 H 0.329
48 H 0.333
49 C -1.312
50 C -0.144
51 O -0.057
52 C 0.159
53 O -0.528
54 C 0.873
55 F -0.117
56 F -0.237
57 F -0.271
58 H 0.347
59 H 0.383
60 H 0.305
61 H 0.286
62 H 0.376

---

No. 4
DFT (ωB97M-V/def2-TZVPD) results for a cluster of 2 separate species, C2H3N in total.

Atoms and positions in Å:
C: 1.65 -0.13 -0.04
C: -1.08 0.00 0.00
N: 2.76 0.14 0.04
H: -1.07 -1.05 0.16
H: -1.08 0.38 -1.00
H: -1.17 0.66 0.84

Spin multiplicity   1
Energy above the lowest of the compared OMol25 structures with the same formula, charge and spin   107.51 kcal per mole
LUMO (spin up / spin down)   -3.03 / -2.11 eV
Gap between HOMO and LUMO (spin up / spin down)   7.55 / 9.20 eV
M   41.05 g mol⁻¹

How positive or negative is each atom? The Mulliken charges in e answer that:
1 C -0.102
2 C -0.563
3 N -0.290
4 H 0.321
5 H 0.321
6 H 0.313

---

No. 5
DFT (ωB97M-V/def2-TZVPD) results for the molecule C2H2N2OS.

Atoms and positions in Å:
C: -0.73 -0.95 0.02
C: 1.36 -0.46 -0.03
N: -1.25 0.16 0.07
N: -0.63 1.26 0.16
O: 2.13 -1.35 -0.01
S: 1.28 1.18 -0.08
H: -1.12 -1.93 0.11
H: -1.04 2.10 -0.23

Spin multiplicity   3
Energy above the lowest of the compared OMol25 structures with the same formula, charge and spin   76.83 kcal per mole
LUMO (spin up / spin down)   0.71 / -2.53 eV
Gap between HOMO and LUMO (spin up / spin down)   6.32 / 6.43 eV
M   102.12 g mol⁻¹

How positive or negative is each atom? The Mulliken charges in e answer that:
1 C -0.171
2 C 0.450
3 N -0.149
4 N -0.313
5 O -0.286
6 S -0.131
7 H 0.365
8 H 0.235

---

No. 6
DFT (ωB97M-V/def2-TZVPD) results for a cluster of 2 separate species, C3H11N2 in total.

Atoms and positions in Å:
C: 1.07 0.97 -1.95
C: -1.49 0.12 1.23
C: 0.69 -0.81 1.56
N: 0.41 -0.19 -1.47
N: -0.56 -0.76 1.85
H: 0.67 1.77 -1.25
H: 2.12 1.26 -1.86
H: 0.89 1.40 -2.99
H: -1.02 1.04 0.75
H: -2.14 -0.53 0.50
H: -2.42 0.41 1.90
H: 1.16 -0.10 0.80
H: 1.27 -1.61 2.07
H: -0.55 -0.37 -1.74
H: 0.88 -1.10 -1.79
H: -0.96 -1.51 2.37

Spin multiplicity   1
Net charge   +1
Energy above the lowest of the compared OMol25 structures with the same formula, charge and spin   63.84 kcal per mole
LUMO   -4.98 eV
Gap between HOMO and LUMO   8.26 eV
M   75.13 g mol⁻¹

How positive or negative is each atom? The Mulliken charges in e answer that:
1 C -0.788
2 C -0.640
3 C -0.037
4 N -0.532
5 N 0.018
6 H 0.228
7 H 0.347
8 H 0.307
9 H 0.276
10 H 0.269
11 H 0.295
12 H 0.156
13 H 0.313
14 H 0.242
15 H 0.252
16 H 0.295